Record 1
# C6H9NO

C6H9NO in the gas phase in a non-equilibrium geometry (the ωB97M-V functional and the def2-TZVPD basis, OMol25).

Summary:
HOMO-LUMO gap (eV): 9.4690
SMILES: [H]/N=C\C[C@H]1C=COC1
Largest force on an atom (eV/Å): 3.64
LUMO level (eV): 0.93
Relative energy (zero: lowest compared OMol25 entry of this formula, charge and spin) (kJ/mol): 224.0
Energy (hartree): -363.93893

```
! RIJCOSX wB97M-V def2-TZVPD def2/J DEFGRID3
* xyz 0 1
C 0.39 1.52 0.36
C 1.94 -0.03 -0.04
C -0.83 -0.95 -1.21
C -1.30 -0.51 0.20
C -0.11 0.06 0.95
C 1.19 -0.69 0.86
H 0.61 2.16 1.27
H -0.38 2.01 -0.22
H 2.83 -0.38 -0.56
H -0.08 -1.77 -1.14
H -1.74 -1.28 0.86
H -2.16 0.12 0.04
H -0.46 0.24 1.98
H 1.34 -1.59 1.45
H -1.76 0.33 -2.06
N -1.05 -0.43 -2.32
O 1.57 1.19 -0.43
*
```

Just the Mulliken charges please, in e? Sure, here they are: -0.55, -0.28, -0.05, -1.02, 0.24, -0.59, 0.27, 0.34, 0.41, 0.42, 0.32, 0.41, 0.43, 0.36, 0.26, -0.60, -0.36

***

Record 2
# C6H9NO

A 2-piece molecular cluster, C6H9NO overall in a non-equilibrium geometry (the ωB97M-V functional and the def2-TZVPD basis, OMol25).

Summary:
HOMO-LUMO gap (eV): 9.7112
SMILES: C=C=COC.CC#N
Largest force on an atom (eV/Å): 3.51
LUMO level (eV): 0.76
Relative energy (zero: lowest compared OMol25 entry of this formula, charge and spin) (kJ/mol): 381.0
Energy (hartree): -363.87912

```
! RIJCOSX wB97M-V def2-TZVPD def2/J DEFGRID3
* xyz 0 1
C 1.44 -1.06 -0.17
C -2.45 -0.47 -0.11
C 1.91 -1.79 -1.10
C 1.07 -0.25 0.75
C -2.71 0.02 1.23
C 1.24 1.69 -0.67
N -2.29 -0.54 -1.24
O 0.85 1.16 0.70
H 1.33 -2.40 -1.79
H 3.03 -1.93 -1.20
H 0.73 -0.55 1.70
H -3.78 -0.31 1.67
H -2.66 1.11 1.18
H -1.86 -0.30 1.91
H 0.40 1.76 -1.49
H 2.12 1.14 -1.05
H 1.63 2.72 -0.30
*
```

Just the Mulliken charges please, in e? Sure, here they are: 0.08, 0.37, -0.63, -0.29, -0.62, -0.69, -0.42, -0.31, 0.28, 0.23, 0.50, 0.29, 0.23, 0.17, 0.24, 0.34, 0.24

***

The highest relative energy (zero: lowest compared OMol25 entry of this formula, charge and spin) belongs to which entry? number 2

***

What is the formula in the second record? C6H9NO

***

Which value of HOMO-LUMO gap does entry 1 give? 9.4690 eV

***

Among the records above, which one has the lowest LUMO level? number 2